[1]
{"formula": "C5H8N2O2", "method": "ωB97M-V/def2-TZVPD", "gap_ev": 7.77, "total_energy_ha": -454.975514, "e_lumo_ev": 0.11, "total_charge": 0, "de_lowest_kj_mol": 1005.5, "elements": ["C", "C", "C", "C", "C", "N", "N", "O", "O", "H", "H", "H", "H", "H", "H", "H", "H"], "positions_angstrom": [[-2.81438, 0.34242, 0.00510], [-2.03572, -0.48001, -1.92879], [-0.78284, -0.42909, -0.01170], [1.47936, 0.51444, 0.29947], [0.37326, -0.51815, 0.68502], [-0.90386, -0.73853, -1.26379], [-3.05172, -0.03900, -1.19934], [-4.18127, 0.16555, -1.78968], [0.20669, -1.04390, -2.04395], [-3.50156, 0.56243, 0.82851], [-2.04379, -0.58602, -2.97789], [1.14468, 1.56929, 0.33958], [1.94350, 0.49781, -0.71668], [2.25239, 0.30904, 1.03336], [0.09337, -0.37171, 1.87325], [0.84115, -1.50968, 0.64819], [1.01441, -1.25161, -1.51905]], "nbo_charge": [0.01, -0.01, 0.17, -0.62, -0.54, -0.01, 0.01, -0.57, -0.52, 0.23, 0.23, 0.23, 0.21, 0.22, 0.26, 0.23, 0.49]}

---

[2]
{"formula": "C5H8N2O2", "method": "ωB97M-V/def2-TZVPD", "gap_ev": 10.00, "total_energy_ha": -455.242724, "e_lumo_ev": 0.49, "total_charge": 0, "smiles": "O=C/N=C/N1C[C@H]1CO", "de_lowest_kj_mol": 303.9, "elements": ["C", "C", "C", "C", "C", "H", "H", "H", "H", "H", "H", "H", "H", "N", "N", "O", "O"], "positions_angstrom": [[0.15465, 1.03496, -1.60931], [-1.20151, 0.68832, -1.05223], [-1.63648, 1.38810, 0.17249], [-0.24327, -0.60930, 1.02456], [1.48882, -2.08507, 1.32898], [0.85651, 2.08280, -3.10582], [0.58939, 0.09959, -2.03182], [0.79335, 1.28163, -0.77043], [-1.92735, 0.37565, -1.76756], [-2.70652, 1.57474, 0.27023], [-0.97479, 2.16626, 0.53304], [-0.39816, -0.54096, 2.11257], [1.98899, -2.97358, 0.83611], [-1.18312, 0.04953, 0.28114], [0.62591, -1.39059, 0.43565], [0.06214, 2.13285, -2.51313], [1.72607, -1.78045, 2.47802]], "nbo_charge": [-0.08, -0.06, -0.22, 0.34, 0.53, 0.48, 0.19, 0.16, 0.22, 0.21, 0.20, 0.20, 0.12, -0.39, -0.60, -0.72, -0.57]}

---

[3]
{"formula": "C5H8N2O2", "method": "ωB97M-V/def2-TZVPD", "gap_ev": 9.02, "total_energy_ha": -455.197924, "e_lumo_ev": 0.14, "total_charge": 0, "de_lowest_kj_mol": 421.6, "elements": ["C", "C", "C", "C", "N", "O", "C", "O", "N", "H", "H", "H", "H", "H", "H", "H", "H"], "positions_angstrom": [[0.30967, 0.21835, 0.04208], [-0.62795, -0.39216, -0.86225], [1.66608, -0.39024, 0.21943], [-0.92251, -1.07213, 1.03221], [0.14866, 1.51212, 0.34888], [-1.89307, -0.35989, 1.61931], [-0.16647, 0.67161, -2.57244], [-0.60213, -2.18599, 1.31558], [0.04268, 1.79967, -2.76835], [-2.26559, -0.87582, 2.35659], [-0.50504, 2.06056, -0.19900], [0.82129, 1.96425, 0.94661], [-0.40685, -1.37060, -1.25682], [-1.62311, 0.01230, -0.95102], [2.15802, -0.01047, 1.11550], [2.25095, -0.10674, -0.66082], [1.61536, -1.47484, 0.27449]], "nbo_charge": [0.27, -0.36, -0.66, 0.74, -0.76, -0.69, -0.01, -0.58, -0.54, 0.50, 0.43, 0.40, 0.27, 0.26, 0.22, 0.25, 0.25]}

---

[4]
{"formula": "C5H8N2O2", "method": "ωB97M-V/def2-TZVPD", "gap_ev": 10.52, "total_energy_ha": -455.328287, "e_lumo_ev": 0.79, "total_charge": 0, "smiles": "C[C@@]1(O)N=CCC(=O)N1", "de_lowest_kj_mol": 79.3, "elements": ["C", "C", "C", "C", "C", "N", "N", "O", "O", "H", "H", "H", "H", "H", "H", "H", "H"], "positions_angstrom": [[-0.59074, 1.33551, 1.01146], [-1.98172, -0.51918, 0.09259], [-1.80552, 0.98538, 0.21619], [0.49617, -0.72691, 0.38045], [1.33295, -0.55432, -0.88901], [0.45358, 0.65343, 1.11687], [-0.82419, -1.21514, 0.09394], [-3.06100, -1.05184, -0.02465], [1.07902, -1.62191, 1.27073], [-0.61010, 2.27049, 1.55993], [-2.70647, 1.41977, 0.64924], [-1.69014, 1.38278, -0.79706], [1.57616, -1.54284, -1.27156], [2.25162, -0.02346, -0.65494], [0.77398, 0.00019, -1.63681], [-0.89950, -2.22230, 0.07473], [1.66989, -1.11944, 1.84272]], "nbo_charge": [0.14, 0.69, -0.59, 0.52, -0.64, -0.43, -0.65, -0.60, -0.72, 0.19, 0.25, 0.25, 0.22, 0.22, 0.21, 0.42, 0.50]}

---

[5]
{"formula": "C5H8N2O2", "method": "ωB97M-V/def2-TZVPD", "gap_ev": [6.02, 8.24], "total_energy_ha": -455.178762, "e_lumo_ev": [-0.28, 0.31], "total_charge": 0, "de_lowest_kj_mol": 471.9, "elements": ["C", "C", "C", "C", "C", "N", "N", "O", "O", "H", "H", "H", "H", "H", "H", "H", "H"], "positions_angstrom": [[-3.40379, 0.60698, 0.18974], [4.96965, -0.42605, 0.47471], [0.74490, -1.34351, -0.43152], [-1.92257, 1.37003, 0.05680], [0.05367, -0.12861, 0.22842], [-3.81720, 0.12398, 1.17653], [-0.93263, 0.54342, -0.37512], [5.08959, -1.26744, 1.19924], [4.85560, 0.44522, -0.27686], [1.32766, -1.83301, 0.37800], [0.05379, -1.97598, -1.00481], [1.37046, -0.90672, -1.15234], [-1.73293, 1.72746, 1.13829], [-2.16018, 2.14078, -0.66846], [0.11519, -0.04166, 1.24911], [-3.80383, 0.70871, -0.79638], [-0.80739, 0.25640, -1.38533]], "nbo_charge": [-0.05, 1.02, -0.67, -0.25, -0.02, -0.33, -0.51, -0.49, -0.53, 0.24, 0.21, 0.21, 0.23, 0.21, 0.17, 0.16, 0.39]}

---

[6]
{"formula": "C5H8N2O2S", "method": "ωB97M-V/def2-TZVPD", "gap_ev": 9.16, "total_energy_ha": -853.391134, "e_lumo_ev": 0.70, "total_charge": 0, "de_lowest_kj_mol": 399.7, "elements": ["C", "C", "C", "C", "C", "N", "N", "O", "O", "S", "H", "H", "H", "H", "H", "H", "H", "H"], "positions_angstrom": [[-2.09601, -0.67742, -0.26403], [-0.84173, -0.77971, 0.17567], [-2.80900, 0.58549, -0.34689], [-0.00083, 0.42856, 0.46802], [-2.06346, 1.64748, -0.05851], [1.29248, 0.45465, -0.21734], [3.07231, -1.52862, 0.38132], [3.71767, 0.72096, -0.87902], [-0.76537, 1.65235, 0.28634], [2.96628, 0.25767, 0.29184], [-2.61128, -1.67549, -0.45172], [-0.33487, -1.77454, 0.47822], [-3.93566, 0.74318, -0.53807], [0.15359, 0.25954, 1.58002], [-2.44780, 2.58383, 0.10079], [1.39187, 0.83900, -1.18785], [3.15327, -1.89912, -0.56139], [2.15854, -1.83781, 0.74260]], "nbo_charge": [-0.21, -0.23, -0.37, 0.21, 0.20, -0.91, -1.02, -0.93, -0.49, 1.55, 0.22, 0.21, 0.24, 0.17, 0.19, 0.42, 0.38, 0.36]}